Computed, not measured: C29H36F3N5O2S2SbTi as an isolated structure in a non-equilibrium geometry, with ωB97M-V/def2-TZVPD.

Each line ends with the Mulliken charge.
Element x y z (Å)
Ti1 7.45 13.61 10.51  0.20
N1 6.12 15.23 9.69  -0.21
C1 6.44 15.80 8.36  -0.72
C2 7.91 15.42 8.11  -0.52
N2 8.21 14.00 8.42  -0.06
C3 7.68 12.94 7.53  0.46
C4 6.30 12.43 7.95  -0.94
N3 6.16 12.18 9.42  -0.14
H1 5.13 14.95 9.69  0.32
H2 6.24 15.96 10.38  0.15
H3 6.35 16.88 8.40  0.46
H4 5.74 15.46 7.62  0.33
H5 8.54 16.06 8.73  0.29
H6 8.19 15.64 7.08  0.49
H7 9.21 13.94 8.40  0.18
H8 8.42 12.15 7.59  -0.67
H9 7.61 13.30 6.48  0.46
H10 6.07 11.52 7.40  0.56
H11 5.55 13.15 7.68  0.36
H12 6.59 11.28 9.65  -0.10
H13 5.14 12.13 9.66  0.38
N4 8.13 14.87 11.63  -0.32
C5 8.08 15.49 12.77  0.79
N5 8.40 16.77 12.97  -0.17
C6 8.68 17.63 11.81  -0.31
C7 7.47 18.60 11.66  -0.47
O1 7.21 19.31 12.82  -0.41
C8 6.85 18.45 13.85  -0.39
C9 8.06 17.56 14.18  -0.70
H14 8.73 16.99 10.92  0.10
H15 9.57 18.26 12.08  0.34
H16 6.56 18.02 11.47  0.28
H17 7.66 19.34 10.89  0.44
H18 6.02 17.76 13.54  0.22
H19 6.47 19.08 14.68  0.42
H20 7.79 16.86 14.95  0.43
H21 8.98 18.13 14.45  0.32
C10 6.53 12.47 16.13  -0.80
O2 6.17 12.47 14.74  -0.22
C11 6.69 13.24 13.81  0.70
S1 7.68 14.59 14.31  -0.27
S2 6.10 12.82 12.26  -0.25
H22 5.82 11.78 16.59  0.27
H23 6.32 13.42 16.64  0.41
H24 7.58 12.04 16.20  0.38
F1 13.48 10.63 15.14  -0.29
C12 12.55 10.77 14.20  0.10
C13 11.73 11.85 14.24  -0.56
C14 10.85 12.02 13.21  -0.09
C15 10.80 11.16 12.17  0.11
C16 11.61 10.03 12.12  -0.47
C17 12.53 9.87 13.13  -0.55
Sb1 9.33 11.40 10.66  2.16
C18 10.54 11.31 8.86  0.57
C19 11.85 11.77 8.82  -0.85
C20 12.60 11.63 7.69  -0.66
C21 12.04 11.03 6.59  0.21
F2 12.78 10.88 5.51  -0.29
C22 10.75 10.56 6.57  -0.75
C23 10.01 10.66 7.76  -0.97
C24 8.31 9.55 10.55  0.68
C25 8.84 8.47 9.82  -0.67
C26 8.14 7.26 9.76  -0.83
C27 6.96 7.15 10.45  0.07
F3 6.24 6.04 10.39  -0.29
C28 6.40 8.22 11.13  -0.63
C29 7.09 9.40 11.20  -0.57
H25 11.74 12.55 15.05  0.53
H26 10.19 12.89 13.28  0.07
H27 11.53 9.32 11.27  0.31
H28 13.23 9.04 13.08  0.48
H29 12.32 12.23 9.69  0.46
H30 13.64 11.88 7.72  0.51
H31 10.31 10.12 5.65  0.46
H32 9.00 10.23 7.84  0.86
H33 9.78 8.54 9.28  0.43
H34 8.46 6.39 9.25  0.53
H35 5.39 8.21 11.56  0.46
H36 6.67 10.17 11.81  0.40

Calculated values
Orbital gap, eV: 6.12
Charge: +3
Highest occupied orbital energy, eV: -16.3
Molar mass, g mol⁻¹: 777.4
ΔE to the lowest compared entry with this formula, charge and spin, eV: 0.652